1.
The following is a quantum chemistry calculation of a molecular structure, C41H38BrN6O2S2Se2Y at a distorted geometry, from the Open Molecules 2025 dataset.

Orbital gap ... 4.29 eV
Energy relative to the best compared isomer or geometry (same formula, charge and spin) ... 130.5 kJ/mol
Calculated total energy ... -10275.8882 Ha

Structure (ORCA input):
```
! wB97M-V def2-TZVPD RIJCOSX def2/J DEFGRID3
* xyz -2 1
Y 0.1029 -0.1102 0.1214
C 3.5797 0.0262 -1.7809
C 3.2626 -0.6319 -0.4780
N 2.3563 -1.5553 -0.4170
N 2.4080 -2.4005 0.6310
C 1.4692 -2.8381 1.3598
S -0.1642 -2.3745 1.5664
S 2.0774 -4.1807 2.4148
C 2.7108 -3.1214 3.7791
C 1.6044 -2.7085 4.6880
C 1.0441 -3.6272 5.5708
C 0.0223 -3.2485 6.4205
C -0.4626 -1.9505 6.3903
C 0.0656 -1.0416 5.4916
C 1.0897 -1.4194 4.6428
C 3.9523 -0.1436 0.7261
C 5.3310 -0.0714 0.8436
C 5.9294 0.4349 1.9833
C 5.1294 0.9152 3.0103
C 3.7577 0.8695 2.9119
C 3.1153 0.3320 1.7783
O 1.8216 0.3090 1.6800
H 3.1774 -0.5465 -2.6125
H 3.1456 1.0270 -1.8089
H 4.6626 0.1168 -1.8806
H 3.4511 -3.7428 4.2850
H 3.1970 -2.2652 3.3133
H 1.4036 -4.6472 5.5689
H -0.4047 -3.9724 7.1043
H -1.2635 -1.6573 7.0564
H -0.3229 -0.0316 5.4288
H 1.4763 -0.7067 3.9294
H 5.9478 -0.4455 0.0374
H 7.0066 0.4663 2.0676
H 5.5879 1.3386 3.8967
H 3.1294 1.2498 3.7069
C -2.0495 1.9046 3.4872
Se -0.2674 1.3269 2.8578
C 0.5044 3.1177 2.5454
C -0.1123 3.9025 1.4080
Se 0.2768 2.7587 -0.3102
C -1.3285 3.3925 -1.2250
H -1.9797 2.5498 4.3655
H -2.5840 0.9899 3.7384
H -2.5702 2.4105 2.6808
H 1.5535 2.8896 2.3191
H 0.4475 3.6520 3.5039
H 0.3452 4.8949 1.3647
H -1.1894 4.0202 1.5424
H -1.2920 4.4824 -1.2902
H -2.2114 3.0669 -0.6811
H -1.3177 2.9377 -2.2114
Br -11.7105 -2.2972 -6.4443
C -10.3129 -1.6834 -5.2860
C -10.5601 -0.6191 -4.4343
C -9.5564 -0.1783 -3.6032
C -8.2865 -0.7896 -3.5995
C -8.0773 -1.8712 -4.4867
C -9.0769 -2.3136 -5.3207
N -7.3520 -0.2750 -2.7600
N -6.2117 -0.9351 -2.7430
C -5.2305 -0.4695 -1.9634
C -5.3104 0.6770 -1.1428
C -4.2739 1.0964 -0.3542
C -3.0384 0.4016 -0.2958
O -2.0647 0.7487 0.4516
C -2.9138 -0.7566 -1.1590
N -1.7186 -1.3854 -1.1407
C -1.5566 -2.4596 -1.8907
C -2.5569 -2.9715 -2.7142
C -3.7803 -2.3389 -2.7462
C -3.9901 -1.1970 -1.9638
H -11.5329 -0.1407 -4.4256
H -9.7301 0.6569 -2.9398
H -7.1029 -2.3356 -4.4931
H -8.9087 -3.1411 -5.9997
H -6.2479 1.2150 -1.1553
H -4.3870 1.9794 0.2616
H -0.5899 -2.9504 -1.8272
H -2.3622 -3.8467 -3.3199
H -4.5964 -2.6987 -3.3548
N 0.4503 0.9222 -1.7073
C 0.7234 0.7574 -2.9814
C 0.9561 1.8466 -3.8714
C 1.2650 1.6427 -5.1909
C 1.3459 0.3604 -5.7233
C 1.1251 -0.7282 -4.8839
C 0.8371 -0.5460 -3.5566
H 0.9094 2.8471 -3.4545
H 1.4443 2.4992 -5.8345
H 1.5862 0.2058 -6.7661
H 1.1937 -1.7360 -5.2794
H 0.7038 -1.3964 -2.8965
*
```

Electronic structure analysis, Mulliken charges in units of e: Y -0.028; C -1.542; C 0.664; N -0.041; N -0.661; C 0.460; S -0.513; S -0.229; C -0.774; C 0.508; C -0.562; C -0.588; C -0.550; C -0.956; C 0.151; C 0.135; C -0.471; C -0.873; C -0.692; C -0.562; C 0.187; O 1.422; H 0.239; H 0.123; H 0.576; H 0.545; H -0.028; H 0.353; H 0.342; H 0.384; H 0.428; H 0.513; H 0.397; H 0.342; H 0.377; H 0.314; C -1.304; Se 0.574; C -0.689; C -1.206; Se 0.349; C -0.868; H 0.388; H 0.355; H 0.195; H 0.216; H 0.581; H 0.475; H 0.288; H 0.421; H 0.055; H 0.294; Br -0.255; C 0.215; C -0.461; C -0.259; C -0.037; C 0.078; C -0.799; N -0.727; N 0.148; C 0.103; C -0.727; C -1.284; C 0.467; O -0.038; C -0.386; N 0.412; C -0.387; C -1.353; C -0.386; C 1.162; H 0.367; H 0.414; H 0.344; H 0.380; H 0.440; H 0.421; H 0.481; H 0.412; H 0.405; N 0.545; C -0.509; C -0.376; C -0.534; C -0.501; C -0.726; C -0.314; H 0.255; H 0.350; H 0.337; H 0.350; H 0.461

2.
The following is a quantum chemistry calculation of a molecular structure, C41H38HfO3P2Si, from the Open Molecules 2025 dataset.

Orbital gap ... 6.69 eV
Energy relative to the best compared isomer or geometry (same formula, charge and spin) ... 0.0 kJ/mol
Calculated total energy ... -2830.6921 Ha

Structure (ORCA input):
```
! wB97M-V def2-TZVPD RIJCOSX def2/J DEFGRID3
* xyz 2 1
Hf 0.9369 -0.5653 0.7842
C 0.6628 -3.9699 -1.5327
Si 0.6392 -2.0860 -1.5215
C 1.8586 -1.4416 -2.8268
C 2.3596 -2.1828 -3.8931
C 3.1035 -1.5732 -4.8966
C 3.3538 -0.2077 -4.8616
C 2.8860 0.5538 -3.8011
C 2.1620 -0.0714 -2.7917
P 1.6772 0.8342 -1.3082
C 1.4341 2.5619 -1.7301
C 2.4312 3.5311 -1.6342
C 2.1860 4.8155 -2.0943
C 0.9594 5.1299 -2.6647
C -0.0235 4.1565 -2.7901
C 0.2110 2.8738 -2.3247
C 3.0516 0.6213 -0.1289
C 3.6392 -0.6674 -0.0594
C 4.5506 -0.9658 0.9454
C 4.9251 0.0105 1.8609
C 4.3699 1.2780 1.7887
C 3.4163 1.5784 0.8260
C -1.0145 -1.4610 -2.2430
C -1.2945 -1.6415 -3.5980
C -2.4673 -1.1626 -4.1635
C -3.3946 -0.4770 -3.3872
C -3.1495 -0.2842 -2.0376
C -1.9699 -0.7715 -1.4769
P -1.6824 -0.6880 0.3017
C -2.3100 -2.2161 1.0308
C -1.3987 -3.1025 1.6006
C -1.8192 -4.3198 2.1126
C -3.1629 -4.6569 2.0510
C -4.0799 -3.7815 1.4794
C -3.6579 -2.5663 0.9674
C -2.6353 0.6944 0.9922
C -3.5370 0.5267 2.0395
C -4.1988 1.6251 2.5677
C -3.9548 2.8962 2.0672
C -3.0490 3.0690 1.0278
C -2.3957 1.9731 0.4905
H 0.3929 -4.3609 -2.5162
H -0.0564 -4.3770 -0.8190
H 1.6494 -4.3615 -1.2754
H 2.1593 -3.2462 -3.9543
H 3.4818 -2.1652 -5.7198
H 3.9196 0.2608 -5.6552
H 3.0866 1.6174 -3.7606
H 3.4019 3.2895 -1.2202
H 2.9581 5.5689 -2.0181
H 0.7737 6.1325 -3.0255
H -0.9688 4.3946 -3.2591
H -0.5418 2.1028 -2.4583
H 3.4537 -1.3890 -0.8468
H 5.0017 -1.9487 0.9805
H 5.6567 -0.2152 2.6249
H 4.6732 2.0395 2.4952
H 2.9459 2.5527 0.8154
H -0.5803 -2.1565 -4.2311
H -2.6595 -1.3190 -5.2169
H -4.3049 -0.0997 -3.8329
H -3.8667 0.2465 -1.4226
H -0.3340 -2.8596 1.6503
H -1.1045 -5.0009 2.5549
H -3.4984 -5.6063 2.4456
H -5.1258 -4.0524 1.4286
H -4.3749 -1.8914 0.5148
H -3.7445 -0.4612 2.4313
H -4.9132 1.4860 3.3684
H -4.4746 3.7501 2.4802
H -2.8555 4.0570 0.6317
H -1.6915 2.1157 -0.3200
C 0.8503 -0.0264 5.3982
C 0.1082 0.4806 4.1789
C -0.7027 1.7320 4.4373
O -0.6921 -0.5700 3.5718
C 0.9892 0.5828 2.9352
O 0.6382 1.3010 1.9468
O 1.8190 -0.3703 2.7138
H 0.1386 -0.2058 6.2042
H 1.5654 0.7186 5.7488
H 1.3771 -0.9514 5.1758
H -1.4655 1.5248 5.1885
H -1.1826 2.0842 3.5251
H -0.0566 2.5169 4.8318
H -1.4644 -0.7894 4.1064
*
```

Electronic structure analysis, Mulliken charges in units of e: Hf 0.823; C -1.397; Si 1.681; C -0.101; C -0.929; C -0.770; C -0.786; C -0.730; C 0.710; P 1.728; C 0.417; C -0.228; C -0.810; C -0.628; C -0.763; C -0.579; C -0.183; C -0.301; C -0.889; C -0.660; C -0.811; C -0.580; C 0.272; C -0.552; C -0.892; C -0.773; C -0.843; C 1.005; P 0.799; C 0.581; C 0.061; C -1.134; C -0.633; C -0.817; C -0.427; C 0.739; C -0.969; C -0.717; C -0.718; C -0.516; C -0.546; H 0.387; H 0.419; H 0.402; H 0.479; H 0.463; H 0.441; H 0.520; H 0.556; H 0.466; H 0.421; H 0.474; H 0.451; H 0.511; H 0.536; H 0.469; H 0.473; H 0.512; H 0.453; H 0.444; H 0.471; H 0.476; H 0.391; H 0.513; H 0.442; H 0.468; H 0.545; H 0.518; H 0.467; H 0.437; H 0.464; H 0.295; C -1.701; C 1.729; C -1.358; O -0.462; C 0.336; O -0.707; O -0.949; H 0.449; H 0.378; H 0.371; H 0.424; H 0.174; H 0.409; H 0.407

3.
The following is a quantum chemistry calculation of a molecular structure, C41H38N2O2P2V at a distorted geometry, from the Open Molecules 2025 dataset.

⟨S²⟩ ... 0.77
Orbital gap (alpha / beta) ... 7.28 / 7.55 eV
Energy relative to the best compared isomer or geometry (same formula, charge and spin) ... 3.2 kJ/mol
Calculated total energy ... -3471.4499 Ha

Structure (ORCA input):
```
! wB97M-V def2-TZVPD RIJCOSX def2/J DEFGRID3
* xyz 2 2
V 0.4096 1.0339 -0.0672
O -0.5223 2.0736 1.3930
C -0.1329 0.9804 1.7812
C -0.1920 0.1005 2.9018
C -0.9245 0.2267 4.0819
C -0.8977 -0.8348 4.9678
C -0.1560 -1.9809 4.6764
C 0.5808 -2.1028 3.5035
C 0.5652 -1.0510 2.6038
P 1.4800 -0.8890 1.0234
C 1.6192 -2.4905 0.2339
C 0.8163 -2.7251 -0.8851
C 0.8473 -3.9628 -1.5110
C 1.6833 -4.9582 -1.0259
C 2.4935 -4.7223 0.0782
C 2.4676 -3.4914 0.7092
C 3.1412 -0.3699 1.5325
C 4.1640 -0.4556 0.5854
C 5.4265 0.0300 0.8806
C 5.6775 0.6133 2.1183
C 4.6657 0.6951 3.0632
C 3.3988 0.2036 2.7750
H -1.5039 1.1182 4.2808
H -1.4585 -0.7855 5.8909
H -0.1540 -2.7968 5.3878
H 1.1437 -3.0057 3.3048
H 0.1777 -1.9379 -1.2698
H 0.2252 -4.1462 -2.3768
H 1.7141 -5.9222 -1.5159
H 3.1500 -5.5008 0.4423
H 3.1182 -3.3056 1.5554
H 3.9806 -0.9224 -0.3764
H 6.2226 -0.0629 0.1532
H 6.6667 0.9842 2.3506
H 4.8630 1.1280 4.0347
H 2.6281 0.2651 3.5330
N -0.8595 0.4828 -1.0943
P -2.4812 0.3661 -1.1152
C -2.9254 -0.6766 -2.5007
C -1.9582 -1.0363 -3.4345
C -2.3055 -1.8419 -4.5098
C -3.6125 -2.2834 -4.6508
C -4.5793 -1.9249 -3.7190
C -4.2388 -1.1245 -2.6438
C -3.1118 -0.4081 0.3782
C -2.3974 -1.4789 0.9167
C -2.8692 -2.1414 2.0359
C -4.0649 -1.7449 2.6234
C -4.7886 -0.6920 2.0833
C -4.3174 -0.0251 0.9613
C -3.2450 1.9708 -1.3086
C -3.6998 2.3639 -2.5665
C -4.2075 3.6405 -2.7535
C -4.2600 4.5286 -1.6898
C -3.8045 4.1437 -0.4340
C -3.2970 2.8710 -0.2423
H -0.9422 -0.6801 -3.3225
H -1.5557 -2.1184 -5.2388
H -3.8825 -2.9105 -5.4899
H -5.5969 -2.2729 -3.8313
H -4.9968 -0.8553 -1.9168
H -1.4735 -1.8085 0.4552
H -2.3132 -2.9770 2.4413
H -4.4387 -2.2656 3.4952
H -5.7263 -0.3895 2.5296
H -4.8991 0.7872 0.5445
H -3.6683 1.6768 -3.4026
H -4.5653 3.9372 -3.7298
H -4.6614 5.5224 -1.8366
H -3.8498 4.8358 0.3959
H -2.9467 2.5839 0.7412
C 4.7909 3.6480 -1.3110
N 3.6245 2.8975 -0.8315
C 3.1157 3.1665 0.5112
C 3.0098 2.0077 -1.5879
C 3.4952 1.7038 -2.9702
O 2.0081 1.3754 -1.1501
H 5.3745 3.9592 -0.4503
H 4.4760 4.5293 -1.8698
H 5.4153 3.0175 -1.9377
H 3.7074 3.9596 0.9555
H 3.2003 2.2709 1.1313
H 2.0770 3.5029 0.4660
H 4.4875 1.2504 -2.9329
H 3.5712 2.6110 -3.5698
H 2.8017 1.0133 -3.4380
*
```

Electronic structure analysis, Mulliken charges in units of e: V 0.306; O -0.595; C 0.650; C 0.102; C -0.400; C -0.783; C -0.693; C -0.956; C 0.513; P 2.448; C 0.437; C -0.230; C -0.714; C -0.664; C -0.794; C -0.438; C 0.670; C -0.648; C -0.731; C -0.629; C -0.777; C -0.584; H 0.611; H 0.453; H 0.485; H 0.521; H 0.078; H 0.542; H 0.422; H 0.453; H 0.494; H 0.586; H 0.478; H 0.465; H 0.470; H 0.424; N -0.887; P 1.756; C 0.054; C -0.276; C -0.791; C -0.492; C -0.726; C -0.386; C 0.439; C -0.225; C -0.725; C -0.714; C -0.834; C -0.287; C 0.197; C -0.616; C -0.794; C -0.599; C -0.920; C -0.246; H 0.524; H 0.463; H 0.421; H 0.447; H 0.429; H 0.260; H 0.544; H 0.473; H 0.477; H 0.510; H 0.395; H 0.453; H 0.424; H 0.452; H 0.458; C -1.098; N 0.359; C -0.847; C 0.672; C -1.745; O -0.230; H 0.389; H 0.346; H 0.390; H 0.438; H 0.211; H 0.258; H 0.449; H 0.463; H 0.312